(1)
19
Properties=species:S:1:pos:R:3 method="wB97M-V/def2-TZVPD" de_lowest_ev=0.4639 spin_multiplicity=1 smiles="C[N+](=O)[O-].C[N+](=O)[O-].ClCCl" energy_ev=-39449.626 total_charge=0
C -2.113 1.363 3.189
N -3.377 2.056 3.042
O -4.388 1.549 3.568
O -3.392 3.168 2.452
H -1.670 1.263 2.198
H -2.104 0.385 3.670
H -1.452 2.047 3.721
C 3.112 -0.118 -4.080
N 1.963 -0.501 -3.168
O 2.193 -1.132 -2.158
O 0.844 -0.062 -3.359
H 3.692 -1.037 -4.162
H 3.601 0.621 -3.445
H 2.749 0.351 -4.995
Cl -0.095 -1.275 2.186
C 0.176 -1.937 0.620
Cl -0.756 -3.449 0.346
H -0.223 -1.205 -0.083
H 1.243 -2.088 0.458


(2)
98
Properties=species:S:1:pos:R:3 method="wB97M-V/def2-TZVPD" spin_multiplicity=1 energy_ev=-69162.030 total_charge=+1
C -4.977 -0.910 1.469
C -5.713 -0.335 0.089
O -5.061 -0.776 -1.154
P -3.712 0.233 -1.595
O -3.628 1.614 -0.831
C -2.129 -0.868 -1.374
C -1.580 -0.619 0.176
C -0.021 -0.037 0.003
N 0.655 -0.263 1.377
N -0.202 -0.304 2.433
C 0.378 -0.565 3.781
C -0.694 -0.606 5.065
C -1.622 0.772 4.869
C -0.670 2.146 4.832
C -1.526 3.535 4.994
N -2.242 3.999 3.744
C -1.354 4.799 2.817
N -1.191 6.187 2.870
N -0.582 4.106 1.681
C 2.002 -0.817 4.096
C 2.621 -1.152 5.576
C 3.460 -2.588 5.402
C 2.499 -3.859 5.016
C 2.313 -4.132 3.411
N 3.597 -4.370 2.646
C 3.441 -4.034 1.160
N 4.538 -3.705 0.352
N 2.096 -4.072 0.416
C 2.965 -0.696 2.733
C 2.154 -0.397 1.301
C 3.093 -0.284 -0.038
C 3.084 1.286 -0.614
O 3.169 2.352 0.223
O 2.936 1.484 -2.077
C 3.608 2.719 -2.525
C 5.190 3.109 -2.168
O 2.879 3.566 -3.304
O -3.756 0.613 -3.329
C -2.537 1.339 -3.720
C -1.728 0.472 -4.900
H -4.528 -1.984 1.344
H -5.857 -1.016 2.268
H -4.209 -0.147 1.932
H -6.793 -0.841 0.093
H -5.911 0.823 0.156
H -2.411 -2.015 -1.544
H -1.293 -0.609 -2.153
H -1.594 -1.702 0.679
H -2.261 0.105 0.801
H 0.456 -0.700 -0.845
H -0.127 1.096 -0.267
H -0.161 -0.469 6.101
H -1.374 -1.578 5.014
H -2.326 0.909 5.794
H -2.285 0.718 3.879
H -0.052 2.194 3.833
H 0.136 2.149 5.712
H -0.766 4.400 5.303
H -2.316 3.489 5.870
H -2.721 3.221 3.240
H -1.787 6.545 3.656
H -0.545 4.810 0.884
H -1.211 3.320 1.399
H 3.385 -0.343 5.977
H 1.793 -1.395 6.400
H 3.936 -2.809 6.449
H 4.311 -2.354 4.630
H 1.410 -3.612 5.439
H 2.807 -4.881 5.518
H 1.621 -3.306 2.897
H 1.684 -5.142 3.317
H 4.390 -3.781 2.984
H 5.417 -3.722 0.915
H 1.942 -5.014 -0.006
H 2.178 -3.317 -0.313
H 4.149 -0.827 2.779
H 4.208 -0.580 0.245
H 2.639 -1.024 -0.838
H 5.840 2.162 -1.896
H 5.186 3.782 -1.184
H 5.707 3.720 -3.053
H -2.737 2.415 -4.147
H -1.748 1.471 -2.849
H -1.235 1.191 -5.684
H -0.881 -0.209 -4.459
H -2.511 -0.247 -5.425
F -1.152 -2.076 -7.598
C -1.213 -1.205 -8.614
C -1.993 -0.060 -8.488
C -2.053 0.850 -9.543
C -1.340 0.600 -10.718
C -0.564 -0.554 -10.837
C -0.496 -1.459 -9.777
H -2.546 0.113 -7.570
H -2.654 1.751 -9.451
H -1.391 1.307 -11.543
H -0.014 -0.749 -11.754
H 0.110 -2.356 -9.849


(3)
23
Properties=species:S:1:pos:R:3 method="wB97M-V/def2-TZVPD" spin_multiplicity=1 energy_ev=-33457.141 total_charge=0
Ir 1.416 0.924 -0.049
O -0.291 2.180 -0.029
C -1.390 1.444 0.556
C -1.386 0.074 -0.076
N 0.005 -0.489 -0.043
C 0.267 -1.229 -1.315
C 0.484 -0.194 -2.449
O 0.114 -0.457 -3.566
O 1.064 0.920 -2.073
C 0.277 -1.242 1.219
C 0.690 -0.278 2.362
O 0.358 -0.549 3.491
O 1.356 0.776 1.984
H -0.448 2.317 -0.980
H -1.177 1.422 1.622
H -2.323 1.975 0.379
H -2.063 -0.619 0.424
H -1.682 0.154 -1.123
H 1.183 -1.804 -1.184
H -0.559 -1.898 -1.553
H -0.585 -1.843 1.506
H 1.127 -1.896 1.026
Cl 3.560 0.311 -0.129


Number 1: E_HOMO -10.965 eV. Number 2: E_HOMO -10.517 eV. Number 3: E_HOMO -9.378 eV.